The following is a DFT calculation (wB97M-V/def2-TZVPD) of a cluster of 7 separate species, C49H55F49N3O9 in total at a distorted geometry.

```
165
Properties=species:S:1:pos:R:3:forces:R:3:lowdin_charge:R:1
C -3.364636 -5.786134 -0.147825 -0.08 0.40 0.17 -0.11
C -3.590248 -4.465059 0.751756 -0.21 -0.78 -0.05 -0.25
C -5.096864 -3.888333 0.703195 0.72 0.36 0.50 -0.15
C -5.470426 -3.208668 -0.721398 -1.65 -0.39 1.59 -0.11
N -4.540819 -2.037221 -0.940443 2.33 0.96 -1.68 0.04
C -3.421170 -2.299196 -1.837665 1.64 2.80 -0.04 -0.03
F -3.220735 -3.581878 -2.437228 -1.25 3.72 2.09 0.05
C -2.356763 -1.205706 -2.216926 -1.36 0.29 1.86 0.01
C -1.196608 -1.616163 -3.262104 -1.37 -0.39 0.28 -0.11
C -1.812613 -1.386955 -4.742798 -0.56 -0.74 -0.26 -0.12
C -3.042940 -0.359270 -4.799509 -0.27 0.44 -0.87 -0.24
O -3.296010 -0.031335 -6.212235 -0.63 0.13 1.58 -0.10
C -2.477687 0.227678 -1.566473 -2.90 -3.71 0.15 0.07
C -1.404872 1.355626 -1.889717 1.80 3.69 2.11 -0.25
O -1.027935 2.242919 -1.051507 -2.25 -4.44 -3.19 0.06
O -0.734466 1.409432 -3.184237 -2.88 -1.41 2.41 -0.11
N 0.630312 1.279296 -2.969240 1.89 -0.10 0.25 0.05
C -3.712835 0.423955 -0.613387 0.68 -1.48 -0.80 0.01
C -3.873073 1.911685 0.020396 -0.12 -1.28 -0.23 -0.11
C -2.976425 2.143074 1.333165 1.70 3.43 -1.14 -0.18
N -2.326413 3.299853 1.413010 -2.09 -3.20 -0.19 0.08
C -4.733417 -0.737023 -0.291316 2.37 0.92 -1.46 0.00
C -5.983764 -0.456125 0.703231 -0.32 -0.53 0.26 -0.26
C -5.480396 0.048520 2.178191 -0.18 -0.75 -0.39 -0.05
C -7.076848 0.561132 0.045834 -0.13 -0.63 -0.56 -0.20
C -6.987900 0.670938 -1.553054 -1.11 0.72 -0.16 -0.11
H -2.258353 -5.800705 -0.456761 -1.66 -0.33 0.58 0.08
H -3.650572 -6.708402 0.486902 0.57 1.39 -1.32 0.09
H -3.979023 -5.762266 -1.128643 0.90 -0.10 1.68 0.07
H -3.347131 -4.748525 1.846091 -0.41 0.61 -1.76 0.12
H -2.802392 -3.698336 0.436041 -1.42 -0.78 0.50 0.08
H -5.873632 -4.678741 1.031530 1.26 1.15 -0.93 0.14
H -5.143978 -3.072142 1.524128 -0.07 -1.11 -1.42 0.11
H -5.484182 -3.945859 -1.590036 0.56 1.24 1.12 0.14
H -6.544864 -2.781720 -0.654470 1.88 -0.63 -0.20 0.13
H -1.026871 -2.741809 -3.142519 -0.11 1.70 -0.03 0.12
H -0.205650 -1.087059 -3.073889 -1.64 -0.55 -0.24 0.10
H -0.985122 -1.144925 -5.504836 -1.37 0.01 1.29 0.14
H -2.238922 -2.414215 -5.066980 0.67 1.71 0.43 0.13
H -4.034128 -0.793234 -4.397057 1.67 0.29 -0.22 0.13
H -2.864816 0.633073 -4.259295 0.08 -1.41 -0.48 0.10
H -4.134269 0.497401 -6.198927 1.13 -0.63 -0.25 0.09
H 0.807860 0.570318 -2.231461 -0.02 0.78 -0.61 0.11
H 1.037987 2.188651 -2.703027 -0.47 -0.52 0.11 0.08
H -3.554460 2.618260 -0.839104 -0.31 -1.02 1.73 0.11
H -4.955538 2.175487 0.267930 1.38 -0.70 -0.39 0.11
H -2.808398 1.394366 2.173044 -0.49 0.91 -1.37 0.11
H -2.547754 3.875458 0.572945 0.22 -0.48 0.65 0.04
H -6.578106 -1.423588 0.925055 1.38 1.41 -0.79 0.12
H -5.863085 -0.661418 3.008461 0.52 1.19 -1.49 0.10
H -5.921484 1.084699 2.355844 0.98 -1.34 -0.08 0.09
H -4.342193 -0.002448 2.212688 -1.65 0.38 0.13 0.06
H -8.124721 0.126039 0.279335 1.77 0.82 -0.20 0.13
H -7.012599 1.589519 0.543411 -0.03 -1.44 -0.80 0.10
H -7.302075 -0.297572 -2.100423 0.72 1.39 1.03 0.09
H -5.990443 1.051491 -1.956726 -1.28 -0.62 0.65 0.06
H -7.781516 1.455823 -1.866520 1.33 -1.27 0.43 0.10
C 2.446378 -5.277154 2.602214 0.88 -0.12 0.12 -0.04
C 1.344012 -4.749402 1.659941 0.44 -0.98 -0.28 -0.43
C 0.133597 -4.103238 2.336280 -0.37 0.53 0.09 -0.29
F -0.519922 -4.938228 3.162139 0.04 0.01 -0.11 0.09
F -0.774047 -3.708047 1.401221 0.31 0.06 -0.25 0.06
F 0.963669 -5.748045 0.826649 -0.23 0.23 0.17 0.12
F 1.922987 -3.801210 0.864230 -0.23 0.24 0.39 0.10
O 2.426127 -6.677030 2.920625 -1.49 0.20 0.43 0.04
C 1.568499 -7.092156 3.964442 1.65 1.07 -0.23 -0.50
C 0.420621 -7.982612 3.472317 -0.53 -0.71 -0.23 -0.27
F -0.314395 -7.378241 2.514504 0.26 0.08 0.04 0.09
F -0.431588 -8.282817 4.484047 0.43 0.24 0.15 0.09
F 1.144247 -6.011196 4.649796 -0.34 -0.41 0.18 0.13
F 2.346058 -7.791611 4.825166 -0.49 -0.25 -0.29 0.14
H 3.389617 -5.146522 2.063312 -0.25 -0.13 -0.12 0.15
H 2.555739 -4.660706 3.498438 -0.32 -0.07 -0.07 0.15
H 0.429510 -3.218551 2.905147 0.18 -0.01 -0.04 0.18
H 0.806273 -8.917960 3.059230 0.22 0.09 0.09 0.18
C 1.168605 -9.007626 7.786208 0.64 -0.18 -0.52 -0.05
C -0.295523 -9.368407 8.113807 0.66 -0.74 0.33 -0.43
C -1.146488 -8.238504 8.697015 -0.88 0.29 0.06 -0.30
F -0.662729 -7.753844 9.853779 0.05 -0.08 -0.07 0.10
F -2.400812 -8.684513 8.967968 0.14 -0.22 -0.25 0.09
F -0.310841 -10.459455 8.916365 -0.14 0.31 0.02 0.13
F -0.879349 -9.761723 6.943277 -0.07 0.48 0.03 0.10
O 2.161356 -9.348946 8.765990 -0.81 0.77 0.99 0.04
C 2.351205 -8.447598 9.838593 0.25 -0.01 -1.86 -0.50
C 1.936787 -9.036569 11.192713 -0.11 -0.38 0.79 -0.28
F 0.653503 -9.451914 11.194594 0.21 0.02 -0.22 0.10
F 2.048715 -8.108344 12.175570 0.20 0.12 -0.40 0.10
F 1.734893 -7.282357 9.557374 0.17 0.01 0.50 0.13
F 3.675604 -8.169661 9.859748 -0.25 -0.27 0.42 0.14
H 1.441345 -9.612921 6.916493 -0.13 -0.11 0.25 0.15
H 1.275731 -7.974883 7.444039 -0.19 -0.03 0.28 0.13
H -1.235532 -7.411817 7.987704 0.12 -0.06 -0.15 0.17
H 2.566870 -9.891156 11.451497 0.13 0.08 -0.20 0.18
C -3.721995 5.391737 -4.939896 0.64 0.18 -0.58 -0.04
C -4.494991 6.020634 -3.760558 -0.32 0.50 -1.01 -0.43
C -4.912581 5.061536 -2.644752 -0.24 0.18 0.89 -0.31
F -5.717907 4.071873 -3.073388 0.03 -0.06 -0.03 0.08
F -5.605791 5.723657 -1.683633 0.23 0.15 -0.18 0.10
F -5.560622 6.698641 -4.246588 0.04 -0.31 0.28 0.14
F -3.675357 6.962247 -3.207291 0.09 -0.51 0.25 0.11
O -4.474046 5.045152 -6.113000 -0.96 -0.94 0.96 0.04
C -5.143774 3.800633 -6.108440 1.77 0.90 -0.23 -0.50
C -6.670442 3.944700 -6.123097 -0.87 0.19 -0.18 -0.27
F -7.120452 4.684973 -5.089618 0.28 -0.04 -0.13 0.10
F -7.269003 2.729765 -6.024203 0.46 -0.08 -0.05 0.09
F -4.692151 3.052400 -5.078278 -0.38 -0.41 -0.09 0.11
F -4.745477 3.160298 -7.232196 -0.54 0.10 0.17 0.15
H -3.032120 6.164569 -5.291846 -0.30 0.04 0.05 0.15
H -3.073721 4.571239 -4.620183 -0.29 -0.02 0.12 0.14
H -4.037219 4.611228 -2.169148 0.19 0.08 -0.12 0.16
H -7.004951 4.420478 -7.048198 0.25 -0.05 -0.06 0.18
C 1.027328 5.430697 -0.114067 -0.67 0.60 -0.02 -0.04
C 2.050653 4.542520 -0.853382 0.47 1.13 0.55 -0.43
C 2.390115 3.208455 -0.179716 0.25 -0.71 0.00 -0.30
F 2.913002 3.362254 1.047733 -0.05 0.04 -0.14 0.10
F 3.319418 2.531846 -0.907488 -0.15 0.20 -0.33 0.08
F 3.167012 5.268196 -1.095983 -0.09 -0.39 0.09 0.14
F 1.515150 4.260128 -2.073969 -0.28 -0.48 -0.18 0.09
O 1.544931 6.480042 0.715789 0.79 -1.08 0.57 0.04
C 1.940076 6.133165 2.028830 -1.58 0.04 -0.82 -0.49
C 3.450603 6.271679 2.250664 0.60 0.34 0.34 -0.27
F 4.156760 5.533261 1.369565 -0.62 -0.31 0.03 0.07
F 3.799647 5.840932 3.488525 -0.44 0.01 -0.09 0.11
F 1.471889 4.904559 2.325710 0.33 0.14 0.34 0.13
F 1.287742 6.986171 2.850939 0.58 -0.01 -0.09 0.15
H 0.474770 5.964176 -0.893722 0.32 0.00 0.00 0.15
H 0.266789 4.841753 0.406451 0.32 -0.16 0.08 0.13
H 1.506058 2.570120 -0.101386 -0.19 0.16 -0.05 0.16
H 3.763456 7.311867 2.147938 -0.32 -0.03 0.02 0.17
C 8.513099 7.852244 2.580277 -0.43 0.39 0.65 -0.04
C 9.869167 7.162986 2.319088 -0.63 -0.66 0.41 -0.43
C 10.531124 7.467910 0.973681 0.89 0.09 -0.41 -0.30
F 9.777249 7.109068 -0.080759 -0.10 -0.02 0.10 0.09
F 11.697484 6.782574 0.856548 -0.12 0.02 0.37 0.09
F 9.724853 5.828352 2.502887 0.10 0.17 -0.25 0.13
F 10.721507 7.583502 3.299962 -0.02 0.31 -0.39 0.11
O 7.323349 7.090155 2.317820 0.39 -0.28 -1.44 0.04
C 6.856414 7.054007 0.984632 0.53 1.28 1.36 -0.49
C 6.950373 5.657469 0.355818 -0.06 -0.90 -0.24 -0.28
F 8.207041 5.169033 0.390006 -0.14 0.24 0.17 0.10
F 6.579029 5.691405 -0.949530 -0.14 0.39 0.20 0.10
F 7.488225 8.001363 0.265748 -0.33 -0.35 -0.33 0.14
F 5.555260 7.436605 1.037225 0.57 0.01 -0.35 0.12
H 8.472329 8.034523 3.658368 0.07 -0.28 -0.13 0.15
H 8.461334 8.847999 2.132232 0.12 -0.24 -0.22 0.14
H 10.762587 8.532241 0.885353 -0.08 0.07 0.16 0.17
H 6.302124 4.952991 0.880595 -0.01 0.22 0.09 0.16
C 3.134515 1.036264 -5.204426 -0.80 0.23 -0.08 -0.05
C 4.093213 0.237795 -4.296416 -0.51 -0.52 -0.72 -0.43
C 5.555182 0.689347 -4.297259 0.83 0.08 0.55 -0.30
F 6.128561 0.622224 -5.510657 -0.17 -0.03 0.03 0.10
F 6.294623 -0.108169 -3.483320 -0.38 -0.05 0.11 0.09
F 3.987557 -1.079432 -4.598555 0.19 0.17 0.09 0.12
F 3.623803 0.365141 -3.016590 0.22 0.33 0.02 0.08
O 2.852532 0.482333 -6.499665 1.43 -0.05 -0.22 0.03
C 3.783529 0.740304 -7.533009 -1.12 1.05 1.02 -0.50
C 4.507590 -0.523900 -8.012483 0.36 -0.71 -0.40 -0.28
F 5.139957 -1.160156 -7.004862 -0.27 0.16 0.01 0.10
F 5.452636 -0.216405 -8.934689 -0.33 0.33 0.11 0.10
F 4.625516 1.715806 -7.141694 0.15 -0.25 -0.44 0.14
F 3.066762 1.259113 -8.557106 0.23 -0.51 -0.04 0.14
H 2.163781 1.027259 -4.698313 0.22 -0.27 -0.10 0.11
H 3.401446 2.094928 -5.264384 0.31 -0.21 -0.06 0.15
H 5.647035 1.714171 -3.928845 -0.19 0.05 0.03 0.18
H 3.801617 -1.226313 -8.462674 -0.15 0.19 0.02 0.18
```
Positions in Å, forces in eV/Å.

Output
F_max = 0.115 Eh/bohr
charge = +1
HOMO-LUMO gap = 7.4 eV